(1)
Density functional theory data (ωB97M-V with the def2-TZVPD basis set) for 8 unconnected molecules or ions with the total composition C32H62BCl2N5O11P at a distorted geometry.

Last columns: bonded neighbours and bond lengths (Å).
Cartesian coordinates (Å):
1 C 0.2931 -3.1739 -3.9035  O2 1.482, H25 1.156, H26 1.140, H27 1.154
2 O -1.1075 -3.0084 -3.4494  C1 1.482, B3 1.430
3 B -1.0691 -2.5664 -2.0896  O2 1.430, O4 1.457, N5 1.492
4 O -2.2979 -2.7587 -1.3311  B3 1.457, H28 0.992
5 N 0.1005 -2.0173 -1.3438  B3 1.492, C6 1.517, C9 1.328
6 C 0.8221 -3.0882 -0.5470  N5 1.517, C7 1.624, H29 1.157, H30 1.137
7 C 0.4641 -2.9999 1.0344  C6 1.624, O8 1.258, H31 1.142
8 O 0.2778 -4.0782 1.6556  C7 1.258
9 C 0.5997 -0.7895 -1.2640  N5 1.328, N10 1.447, N19 1.438
10 N 1.7969 -0.5828 -0.4773  C9 1.447, C11 1.431
11 C 2.0666 0.8130 -0.6374  N10 1.431, C12 1.582, N16 1.439
12 C 3.3096 1.4774 0.0820  C11 1.582, C13 1.619, H32 1.150, H33 1.155
13 C 4.2864 0.4137 0.8148  C12 1.619, C14 1.618, N15 1.321
14 C 5.7723 0.1526 0.2311  C13 1.618, H34 1.140, H35 1.154, H36 1.146
15 N 3.8599 -0.2407 1.8798  C13 1.321, H37 1.045
16 N 1.0252 1.3191 -1.4916  C11 1.439, P17 1.760, N19 1.385
17 P 1.2175 3.0350 -1.8336  N16 1.760, O18 1.556, H38 1.427, H39 1.443
18 O 1.1260 3.2507 -3.3720  P17 1.556
19 N 0.0733 0.3945 -1.8874  C9 1.438, N16 1.385, C20 1.463
20 C -1.0667 0.7882 -2.7158  N19 1.463, Cl21 1.860, C22 1.638, H40 1.157
21 Cl -1.0756 0.0643 -4.4295  C20 1.860
22 C -2.5364 0.7325 -1.9949  C20 1.638, C23 1.597, Cl24 1.862, H41 1.157
23 C -2.4866 0.4103 -0.4320  C22 1.597, H42 1.143, H43 1.158, H44 1.134
24 Cl -3.7531 -0.3200 -2.9323  C22 1.862
25 H 0.2600 -3.4421 -5.0278  C1 1.156
26 H 0.8482 -3.9899 -3.3331  C1 1.140
27 H 0.8372 -2.1579 -3.8481  C1 1.154
28 H -2.4551 -3.7347 -1.4169  O4 0.992
29 H 0.4383 -4.1387 -0.8437  C6 1.157
30 H 1.9402 -3.1216 -0.7502  C6 1.137
31 H 0.3909 -2.0054 1.5908  C7 1.142
32 H 3.9375 2.0043 -0.7253  C12 1.150
33 H 2.9765 2.2754 0.8480  C12 1.155
34 H 5.8815 -0.9474 -0.0459  C14 1.140
35 H 6.5372 0.4098 1.0556  C14 1.154
36 H 5.9709 0.7862 -0.7035  C14 1.146
37 H 2.8899 0.1164 2.0365  N15 1.045
38 H 2.4690 3.5936 -1.4355  P17 1.427
39 H 0.0802 3.7322 -1.2839  P17 1.443
40 H -0.9773 1.9102 -2.9823  C20 1.157
41 H -3.0307 1.7765 -2.0558  C22 1.157
42 H -3.5598 0.4372 -0.0410  C23 1.143
43 H -1.9593 1.3141 0.0652  C23 1.158
44 H -1.8925 -0.5061 -0.1284  C23 1.134
45 C -2.9883 6.6934 -1.0921  C46 1.503, H49 1.092, H50 1.092, H51 1.092
46 C -1.6844 6.2385 -0.4981  C45 1.503, O47 1.219, C48 1.504
47 O -1.0269 5.3534 -1.0183  C46 1.219
48 C -1.2228 6.9171 0.7627  C46 1.504, H52 1.092, H53 1.092, H54 1.092
49 H -3.1945 6.1173 -1.9966  C45 1.092
50 H -3.7985 6.5277 -0.3793  C45 1.092
51 H -2.9269 7.7510 -1.3571  C45 1.092
52 H -1.9553 6.7614 1.5570  C48 1.092
53 H -1.0828 7.9846 0.5803  C48 1.092
54 H -0.2688 6.4876 1.0767  C48 1.092
55 C 3.6777 -1.6002 4.4986  C56 1.506, H59 1.087, H60 1.092, H61 1.093
56 C 4.0331 -1.3169 5.9339  C55 1.506, O57 1.217, C58 1.506
57 O 4.1742 -0.1765 6.3362  C56 1.217
58 C 4.2074 -2.4975 6.8519  C56 1.506, H62 1.092, H63 1.092, H64 1.092
59 H 3.5849 -0.6612 3.9593  C55 1.087
60 H 4.4642 -2.1959 4.0312  C55 1.092
61 H 2.7223 -2.1285 4.4501  C55 1.093
62 H 5.0177 -3.1337 6.4895  C58 1.092
63 H 3.2765 -3.0657 6.9074  C58 1.092
64 H 4.4615 -2.1432 7.8530  C58 1.092
65 C -0.9797 3.3916 3.1447  C66 1.506, H69 1.093, H70 1.092, H71 1.092
66 C -2.3858 3.7378 2.7306  C65 1.506, O67 1.218, C68 1.505
67 O -2.6592 3.9904 1.5711  C66 1.218
68 C -3.4390 3.7596 3.8055  C66 1.505, H72 1.092, H73 1.092, H74 1.092
69 H -0.3283 3.4146 2.2677  C65 1.093
70 H -0.6153 4.1214 3.8706  C65 1.092
71 H -0.9550 2.3873 3.5733  C65 1.092
72 H -3.1839 4.5058 4.5610  C68 1.092
73 H -3.5234 2.7718 4.2633  C68 1.092
74 H -4.4016 4.0240 3.3633  C68 1.092
75 C -5.8105 3.0376 -4.6246  C76 1.505, H79 1.092, H80 1.092, H81 1.092
76 C -6.0809 3.1872 -3.1515  C75 1.505, O77 1.218, C78 1.505
77 O -5.1709 3.2965 -2.3489  C76 1.218
78 C -7.5192 3.1962 -2.7082  C76 1.505, H82 1.092, H83 1.092, H84 1.092
79 H -4.7323 3.0477 -4.7978  C75 1.092
80 H -6.2135 2.0876 -4.9819  C75 1.092
81 H -6.2606 3.8688 -5.1714  C75 1.092
82 H -7.9980 2.2533 -2.9806  C78 1.092
83 H -8.0451 4.0345 -3.1700  C78 1.092
84 H -7.5628 3.3105 -1.6231  C78 1.092
85 C 7.3252 0.6871 6.6766  C86 1.505, H89 1.092, H90 1.092, H91 1.092
86 C 8.6211 0.1983 7.2667  C85 1.505, O87 1.217, C88 1.506
87 O 9.2604 -0.6917 6.7376  C86 1.217
88 C 9.0953 0.8534 8.5370  C86 1.506, H92 1.092, H93 1.092, H94 1.092
89 H 7.1084 0.1260 5.7653  C85 1.092
90 H 6.5105 0.5296 7.3862  C85 1.092
91 H 7.4079 1.7465 6.4240  C85 1.092
92 H 8.3593 0.7036 9.3297  C88 1.092
93 H 9.2565 1.9201 8.3673  C88 1.092
94 H 10.0399 0.4014 8.8463  C88 1.092
95 C 0.8910 -6.0090 -8.3133  C96 1.505, H99 1.092, H100 1.092, H101 1.092
96 C 1.2718 -5.7055 -6.8895  C95 1.505, O97 1.219, C98 1.505
97 O 1.4028 -4.5580 -6.5001  C96 1.219
98 C 1.4851 -6.8743 -5.9650  C96 1.505, H102 1.092, H103 1.092, H104 1.092
99 H 0.7702 -5.0733 -8.8629  C95 1.092
100 H 1.6774 -6.5967 -8.7912  C95 1.092
101 H -0.0554 -6.5534 -8.3368  C95 1.092
102 H 2.2977 -7.5005 -6.3388  C98 1.092
103 H 0.5651 -7.4570 -5.8845  C98 1.092
104 H 1.7546 -6.5065 -4.9726  C98 1.092
105 C -5.4609 -3.1581 -1.5450  C106 1.506, H109 1.092, H110 1.092, H111 1.091
106 C -6.0247 -4.5018 -1.1647  C105 1.506, O107 1.216, C108 1.506
107 O -6.0946 -5.4087 -1.9722  C106 1.216
108 C -6.4984 -4.6788 0.2539  C106 1.506, H112 1.092, H113 1.092, H114 1.092
109 H -5.1607 -3.1758 -2.5949  C105 1.092
110 H -6.2204 -2.3847 -1.4112  C105 1.092
111 H -4.5846 -2.9368 -0.9347  C105 1.091
112 H -7.3040 -3.9732 0.4677  C108 1.092
113 H -5.6672 -4.5247 0.9455  C108 1.092
114 H -6.8786 -5.6941 0.3843  C108 1.092

Values from the calculation:
net charge: +1
highest occupied orbital energy: -10.66 eV

(2)
Density functional theory data (ωB97M-V with the def2-TZVPD basis set) for 7 unconnected molecules or ions with the total composition C32H62BFN4O21S at a distorted geometry.

Last columns: bonded neighbours and bond lengths (Å).
Cartesian coordinates (Å):
1 C -6.2467 1.6762 1.7367  C2 1.188, H25 1.065
2 C -5.3819 1.0181 2.2176  C1 1.188, C3 1.460
3 C -4.3188 0.2158 2.8168  C2 1.460, C4 1.553, H26 1.096, H27 1.089
4 C -3.2433 -0.1980 1.7761  C3 1.553, C5 1.528, H28 1.087, H29 1.086
5 C -3.8233 -1.3186 0.9141  C4 1.528, C6 1.552, H30 1.093, H31 1.087
6 C -2.9800 -1.8118 -0.2920  C5 1.552, C7 1.536, C12 1.566, C23 1.549
7 C -2.0112 -2.9336 0.1109  C6 1.536, C8 1.561, H32 1.091, H33 1.082
8 C -0.7671 -2.5514 0.9731  C7 1.561, N9 1.449, N10 1.469, N11 1.486
9 N -0.3489 -1.1682 0.8703  C8 1.449, H34 1.012, H35 1.013
10 N -0.9135 -2.9136 2.3896  C8 1.469, H36 1.014, H37 1.018
11 N 0.3429 -3.3749 0.4282  C8 1.486, H38 1.015, H39 1.015
12 C -4.0410 -2.5293 -1.1934  C6 1.566, O13 1.214, N14 1.382
13 O -4.8660 -3.3131 -0.7717  C12 1.214
14 N -3.9060 -2.1294 -2.5095  C12 1.382, C15 1.479, H40 1.011
15 C -2.5830 -1.4975 -2.7030  N14 1.479, B16 1.618, C19 1.556, C23 1.558
16 B -2.7537 -0.3171 -3.7964  C15 1.618, O17 1.370, O18 1.382
17 O -3.8202 -0.3462 -4.6554  B16 1.370, H41 0.965
18 O -1.8416 0.7055 -3.9799  B16 1.382, H42 0.963
19 C -1.5075 -2.5872 -2.9800  C15 1.556, F20 1.402, C21 1.521, H43 1.096
20 F -2.0468 -3.8666 -2.7866  C19 1.402
21 C -0.8614 -2.5613 -4.3564  C19 1.521, C22 1.533, H44 1.092, H45 1.092
22 C 0.3724 -1.6536 -4.4234  C21 1.533, H46 1.094, H47 1.085, H48 1.086
23 C -2.4946 -0.7689 -1.3290  C6 1.549, C15 1.558, S24 1.861, H49 1.084
24 S -3.8318 0.5190 -1.4617  C23 1.861, H50 1.343
25 H -6.9948 2.3325 1.3561  C1 1.065
26 H -4.7977 -0.6974 3.1877  C3 1.096
27 H -3.8697 0.7165 3.6735  C3 1.089
28 H -3.0344 0.7001 1.2003  C4 1.087
29 H -2.3685 -0.4915 2.3484  C4 1.086
30 H -3.9365 -2.1839 1.5730  C5 1.093
31 H -4.8334 -1.0527 0.6145  C5 1.087
32 H -2.6100 -3.6220 0.7090  C7 1.091
33 H -1.6502 -3.5074 -0.7325  C7 1.082
34 H 0.4010 -1.0778 0.1970  N9 1.012
35 H -0.0107 -0.8382 1.7668  N9 1.013
36 H -1.1986 -3.8855 2.4437  N10 1.014
37 H -1.6832 -2.4006 2.8151  N10 1.018
38 H 0.2320 -4.3475 0.6945  N11 1.015
39 H 1.1856 -3.0217 0.8699  N11 1.015
40 H -4.1712 -2.8353 -3.1824  N14 1.011
41 H -4.1148 0.5534 -4.8402  O17 0.965
42 H -1.1678 0.6890 -3.2919  O18 0.963
43 H -0.6995 -2.4898 -2.2460  C19 1.096
44 H -0.4768 -3.5706 -4.5204  C21 1.092
45 H -1.5679 -2.3752 -5.1685  C21 1.092
46 H 1.0709 -2.0246 -3.6669  C22 1.094
47 H 0.1629 -0.6210 -4.1657  C22 1.085
48 H 0.8794 -1.7529 -5.3787  C22 1.086
49 H -1.5308 -0.3036 -1.1544  C23 1.084
50 H -3.2511 1.5760 -0.8714  S24 1.343
51 C 2.7623 2.7287 5.9810  O52 1.431, H57 1.086, H58 1.088, H59 1.087
52 O 1.9641 1.8332 5.2007  C51 1.431, C53 1.328
53 C 2.3326 0.5596 5.2833  O52 1.328, O54 1.204, O55 1.334
54 O 3.2481 0.1280 5.9358  C53 1.204
55 O 1.5161 -0.1611 4.5131  C53 1.334, C56 1.430
56 C 1.7954 -1.5639 4.5003  O55 1.430, H60 1.089, H61 1.089, H62 1.087
57 H 2.3583 3.7234 5.8181  C51 1.086
58 H 2.6958 2.4782 7.0382  C51 1.088
59 H 3.7981 2.7010 5.6516  C51 1.087
60 H 1.6913 -1.9890 5.4971  C56 1.089
61 H 2.7960 -1.7540 4.1140  C56 1.089
62 H 1.0654 -2.0233 3.8392  C56 1.087
63 C -11.1426 -0.6313 -2.4012  O64 1.427, H69 1.086, H70 1.089, H71 1.089
64 O -10.3857 -1.7985 -2.7170  C63 1.427, C65 1.338
65 C -9.1245 -1.7692 -2.2716  O64 1.338, O66 1.204, O67 1.326
66 O -8.6238 -0.8640 -1.6556  C65 1.204
67 O -8.5328 -2.9015 -2.6260  C65 1.326, C68 1.441
68 C -7.1588 -3.0097 -2.2048  O67 1.441, H72 1.081, H73 1.087, H74 1.085
69 H -12.1349 -0.7852 -2.8161  C63 1.086
70 H -11.2189 -0.5012 -1.3231  C63 1.089
71 H -10.6957 0.2522 -2.8538  C63 1.089
72 H -7.0915 -2.9740 -1.1270  C68 1.081
73 H -6.5720 -2.2120 -2.6540  C68 1.087
74 H -6.7994 -3.9717 -2.5545  C68 1.085
75 C 6.0394 -1.1610 4.7107  O76 1.435, H81 1.086, H82 1.088, H83 1.086
76 O 6.7577 -0.8068 3.5204  C75 1.435, C77 1.326
77 C 6.8076 0.4944 3.2694  O76 1.326, O78 1.206, O79 1.332
78 O 6.3242 1.3685 3.9449  C77 1.206
79 O 7.4873 0.6788 2.1389  C77 1.332, C80 1.430
80 C 7.6200 2.0480 1.7491  O79 1.430, H84 1.089, H85 1.089, H86 1.086
81 H 6.0850 -2.2437 4.7878  C75 1.086
82 H 6.5068 -0.7197 5.5883  C75 1.088
83 H 5.0012 -0.8504 4.6464  C75 1.086
84 H 8.1625 2.6115 2.5061  C80 1.089
85 H 6.6428 2.4955 1.5750  C80 1.089
86 H 8.1875 2.0513 0.8234  C80 1.086
87 C 1.5437 6.5783 -5.7695  O88 1.428, H93 1.086, H94 1.088, H95 1.088
88 O 0.7937 5.8453 -4.7996  C87 1.428, C89 1.335
89 C -0.1492 5.0572 -5.3201  O88 1.335, O90 1.203, O91 1.331
90 O -0.3926 4.9322 -6.4912  C89 1.203
91 O -0.7693 4.4363 -4.3200  C89 1.331, C92 1.434
92 C -1.8144 3.5467 -4.7342  O91 1.434, H96 1.085, H97 1.090, H98 1.083
93 H 2.2666 7.1709 -5.2164  C87 1.086
94 H 2.0694 5.9018 -6.4409  C87 1.088
95 H 0.8937 7.2404 -6.3382  C87 1.088
96 H -1.4183 2.7547 -5.3602  C92 1.085
97 H -2.5939 4.0960 -5.2619  C92 1.090
98 H -2.2331 3.1128 -3.8350  C92 1.083
99 C 6.3419 -3.8816 -1.0971  O100 1.430, H105 1.086, H106 1.088, H107 1.088
100 O 5.0728 -4.4758 -0.8125  C99 1.430, C101 1.333
101 C 4.4365 -4.9496 -1.8838  O100 1.333, O102 1.202, O103 1.332
102 O 4.8365 -4.9119 -3.0170  C101 1.202
103 O 3.2780 -5.4692 -1.4798  C101 1.332, C104 1.429
104 C 2.4789 -6.0165 -2.5306  O103 1.429, H108 1.088, H109 1.088, H110 1.086
105 H 6.7434 -3.5421 -0.1467  C99 1.086
106 H 7.0185 -4.6127 -1.5350  C99 1.088
107 H 6.2261 -3.0301 -1.7649  C99 1.088
108 H 3.0008 -6.8334 -3.0251  C104 1.088
109 H 2.2137 -5.2464 -3.2526  C104 1.088
110 H 1.5749 -6.3968 -2.0637  C104 1.086
111 C 4.3399 8.5513 3.6309  O112 1.428, H117 1.086, H118 1.088, H119 1.088
112 O 4.2390 7.1320 3.5047  C111 1.428, C113 1.335
113 C 5.1912 6.4562 4.1509  O112 1.335, O114 1.203, O115 1.331
114 O 6.0811 6.9421 4.7982  C113 1.203
115 O 4.9836 5.1567 3.9541  C113 1.331, C116 1.434
116 C 5.9362 4.2976 4.5954  O115 1.434, H120 1.090, H121 1.089, H122 1.083
117 H 3.5138 8.9705 3.0638  C111 1.086
118 H 4.2517 8.8521 4.6731  C111 1.088
119 H 5.2806 8.9085 3.2161  C111 1.088
120 H 5.9085 4.4370 5.6757  C116 1.090
121 H 6.9398 4.4892 4.2199  C116 1.089
122 H 5.6597 3.2772 4.3597  C116 1.083

Values from the calculation:
SMILES string: C#CCCC[C@@]1(CC(N)(N)N)C(=O)N[C@](B(O)O)([C@@H](F)CC)[C@H]1S.COC(=O)OC.COC(=O)OC.COC(=O)OC.COC(=O)OC.COC(=O)OC.COC(=O)OC
highest occupied orbital energy: -9.30 eV

Total energy
In order: -3644.19087; -3578.58746
Unit: Ha